*A*
15
Properties=species:S:1:pos:R:3:nbo_charge:R:1 method="wB97M-V/def2-TZVPD" e_homo_ev=-9.2 smiles=C[C@@H](S)CCF
S 1.61 0.79 1.81 -0.050
F -1.68 -0.33 -1.42 -0.371
C -0.57 -0.75 1.17 -0.650
C 0.18 0.55 0.66 -0.321
C -0.36 -0.58 -1.62 0.063
C 0.51 0.47 -0.88 -0.448
H 1.87 2.12 1.69 0.132
H -0.90 -0.55 2.19 0.222
H 0.25 1.45 -1.34 0.210
H -1.50 -0.99 0.64 0.239
H 1.52 0.13 -1.17 0.221
H -0.13 -0.70 -2.67 0.167
H -0.21 -1.39 -1.08 0.153
H 0.06 -1.59 1.29 0.206
H -0.63 1.37 0.74 0.226

*B*
15
Properties=species:S:1:pos:R:3:nbo_charge:R:1 method="wB97M-V/def2-TZVPD" e_homo_ev=-9.2 smiles=CC[C@@H](F)CS
S 1.40 -1.10 1.92 -0.083
F 1.17 0.37 -1.23 -0.372
C -1.25 1.73 -0.54 -0.607
C -0.61 0.62 0.28 -0.422
C 0.81 -1.50 0.16 -0.505
C 0.17 -0.39 -0.62 0.190
H 2.48 -1.86 1.75 0.124
H 1.71 -1.83 -0.30 0.233
H -1.81 2.43 0.13 0.211
H -1.32 0.05 0.93 0.205
H -0.48 2.28 -1.01 0.220
H -2.00 1.35 -1.25 0.202
H -0.48 -0.83 -1.37 0.167
H 0.14 1.03 0.84 0.214
H 0.07 -2.35 0.31 0.223

Relative energy of each structure, in kcal/mol: *A* 14.0; *B* 0.0.

*A*
19
Properties=species:S:1:pos:R:3:nbo_charge:R:1 method="wB97M-V/def2-TZVPD" e_homo_ev=-20.4 charge=+2
Mg -4.47 2.50 -4.43 1.805
O -3.30 4.20 -4.10 -1.023
O -4.89 2.18 -2.48 -1.025
O -6.08 3.72 -4.55 -1.026
O -4.07 2.73 -6.49 -1.019
O -5.62 0.89 -4.94 -1.024
O -2.76 1.40 -4.21 -1.024
H -6.42 0.75 -4.41 0.522
H -2.57 0.59 -3.70 0.533
H -3.23 2.98 -6.90 0.524
H -1.95 1.56 -4.71 0.524
H -4.69 2.67 -7.23 0.525
H -2.48 4.26 -3.59 0.528
H -5.60 0.18 -5.59 0.535
H -6.73 3.92 -5.25 0.537
H -4.42 1.80 -1.73 0.536
H -3.53 5.12 -4.32 0.526
H -6.19 4.44 -3.91 0.522
H -5.70 2.57 -2.09 0.523

*B*
19
Properties=species:S:1:pos:R:3:nbo_charge:R:1 method="wB97M-V/def2-TZVPD" e_homo_ev=-19.2 charge=+2
Mg 0.15 -0.05 -0.12 1.898
O 2.58 -0.60 -1.69 -1.006
O -2.16 -0.16 1.73 -1.004
O -0.39 -2.92 -0.49 -1.002
O 0.42 2.98 -0.03 -1.003
O 1.66 -0.08 2.53 -1.000
O -1.98 0.52 -2.12 -1.000
H 3.42 -0.44 -1.26 0.508
H -1.84 0.85 -3.01 0.510
H -2.52 -0.75 2.38 0.517
H -0.83 -3.27 -1.27 0.509
H -2.78 0.56 1.68 0.502
H 0.68 3.61 0.64 0.512
H 2.79 -1.12 -2.46 0.517
H -2.86 0.81 -1.90 0.509
H 2.35 -0.49 3.05 0.517
H -0.50 -3.61 0.17 0.512
H 0.39 3.49 -0.84 0.507
H 1.40 0.68 3.04 0.497

Relative energy of each structure, in kcal/mol: *A* 0.0; *B* 116.7.

*A*
33
Properties=species:S:1:pos:R:3:nbo_charge:R:1 method="wB97M-V/def2-TZVPD" e_homo_ev=-9.7 smiles="NC(=O)C[C@H](NC(=O)[C@@H](N)CCC(=O)O)C(=O)O"
O -2.45 -0.96 3.53 -0.658
O -4.33 2.11 2.40 -0.615
O -1.47 -2.40 2.11 -0.602
O 5.33 -1.71 -2.16 -0.673
O 4.69 -0.95 -0.17 -0.563
O -0.41 1.61 -0.34 -0.681
N -0.87 -0.49 0.35 -0.607
N -2.33 2.82 1.59 -0.838
N 0.80 0.71 -2.67 -0.829
C 0.67 -0.17 -1.54 -0.130
C -3.30 1.90 1.77 0.671
C -3.02 0.55 1.12 -0.505
C 4.40 -1.21 -1.31 0.795
C 2.04 -0.43 -0.90 -0.392
C -1.65 -0.06 1.50 -0.159
C -0.27 0.39 -0.46 0.679
C 3.02 -1.04 -1.89 -0.541
C -1.83 -1.28 2.40 0.798
H -3.03 0.70 0.02 0.244
H -2.55 -1.79 4.06 0.506
H -3.82 -0.11 1.39 0.244
H 2.44 0.50 -0.52 0.227
H 0.94 1.66 -2.31 0.380
H 2.65 -2.03 -2.23 0.223
H -1.58 2.63 0.93 0.428
H 4.95 -1.89 -3.03 0.482
H 1.94 -1.11 -0.02 0.222
H 0.29 -1.15 -1.90 0.194
H -0.70 -1.49 0.29 0.432
H 3.07 -0.42 -2.80 0.252
H -0.08 0.71 -3.20 0.366
H -2.50 3.75 1.91 0.403
H -1.05 0.66 2.07 0.247

*B*
33
Properties=species:S:1:pos:R:3:nbo_charge:R:1 method="wB97M-V/def2-TZVPD" e_homo_ev=-9.2 smiles="NC(=O)CC[C@H](N)C(=O)N[C@@H](CC(=O)O)C(=O)O"
O -0.11 2.03 0.77 -0.599
O -4.13 0.09 -0.93 -0.616
O 3.66 -1.76 -0.24 -0.570
O 4.52 0.32 -0.28 -0.714
O -0.22 0.32 -1.18 -0.641
O 0.99 3.42 -0.65 -0.695
N -0.39 -2.95 -0.36 -0.859
N 1.18 -0.78 0.14 -0.649
N -2.75 1.76 -0.48 -0.855
C -0.05 -0.62 -0.47 0.700
C -1.97 -1.55 0.87 -0.391
C 2.15 1.47 0.62 -0.514
C 0.90 2.33 0.23 0.835
C -2.59 -0.17 1.02 -0.532
C 3.46 -0.58 -0.21 0.798
C 2.17 0.22 -0.26 -0.155
C -3.31 0.56 -0.24 0.709
C -1.09 -1.70 -0.40 -0.139
H 0.08 -3.37 -1.23 0.382
H -1.72 1.93 -0.33 0.432
H -1.89 0.58 1.49 0.235
H -1.78 -1.48 -1.30 0.213
H -1.27 -1.65 1.76 0.211
H -2.63 -2.37 0.89 0.216
H 2.14 0.45 -1.32 0.255
H -3.50 -0.10 1.68 0.238
H 3.06 2.12 0.57 0.257
H 0.19 3.97 -0.45 0.500
H -0.95 -3.73 -0.05 0.368
H -3.18 2.11 -1.28 0.379
H 2.24 1.00 1.69 0.254
H 1.49 -1.65 0.55 0.445
H 5.33 -0.21 -0.62 0.503

Relative energy of each structure, in kcal/mol: *A* 0.0; *B* 50.2.